(1)
136
Properties=species:S:1:pos:R:3:mulliken_charge:R:1 method="wB97M-V/def2-TZVPD" e_above_lowest_ev=0.0000 lumo_ev=1.607 charge=-1 homo_energy_ev=-4.12
S 0.429 0.249 -1.377 -0.129
S 0.568 -2.670 -1.655 -0.324
O -4.568 9.570 7.839 -0.670
O -1.827 9.843 0.043 -0.777
O -2.262 2.752 3.916 -0.647
O -1.773 -7.784 -3.899 -0.678
O 5.100 -4.594 -4.664 -0.682
O -2.114 13.585 2.506 -0.677
O -0.300 -10.277 4.320 -0.724
O -1.573 -8.005 0.904 -0.655
O 5.174 -9.518 -5.124 -0.755
O 0.490 -9.108 -6.208 -0.711
O -0.569 8.378 -2.833 -0.619
N -4.113 7.348 7.762 -0.332
N 2.975 -9.675 -5.634 -0.161
N -1.120 9.192 -4.872 -0.409
N -0.715 -5.798 -3.578 -0.251
N -0.957 15.478 2.972 -0.386
N 0.398 9.478 -0.130 -0.345
N 1.998 -1.415 0.175 0.045
N -0.999 -8.937 -7.908 -0.440
N 0.120 -7.075 -7.129 -0.370
N 4.949 -6.141 -6.322 -0.390
N -0.979 -7.260 -1.833 -0.223
N -1.555 -5.992 1.940 -0.347
N -0.398 11.317 1.013 -0.325
N 5.503 -6.784 -4.194 -0.255
N 4.312 -11.552 -5.633 -0.439
N -2.081 10.070 -2.963 -0.283
N -0.460 -10.464 6.571 -0.386
N -4.787 8.469 5.867 -0.327
N 1.483 -11.062 5.473 -0.399
N -1.014 -7.916 3.101 -0.303
N -1.016 13.727 4.480 -0.376
C 0.208 -10.582 5.386 0.631
C -0.258 0.596 2.335 0.565
C 6.143 -2.719 -1.672 -1.336
C -1.391 -7.352 1.921 0.665
C 1.055 -1.335 -0.837 0.060
C -0.680 10.191 0.292 0.794
C -2.022 1.144 -2.247 -0.601
C -3.300 3.627 3.643 -0.668
C 3.365 -1.497 -0.399 -0.824
C -4.495 8.533 7.199 0.591
C 4.206 -10.203 -5.448 0.597
C -2.037 7.149 2.737 -1.023
C 3.782 -2.884 -0.897 -0.767
C 0.668 -0.610 2.161 -0.531
C 5.181 -5.760 -5.023 0.554
C -2.862 5.080 3.918 0.215
C 4.686 -2.783 -2.148 -0.062
C -1.409 14.221 3.269 0.633
C -1.218 9.164 -3.502 0.572
C -1.865 2.494 -1.515 -1.007
C -1.196 -7.007 -3.152 0.592
C -1.170 0.459 3.557 -1.129
C -1.342 -0.044 -1.579 -0.627
C 1.895 -0.397 1.240 -0.959
C -2.927 5.911 2.617 -0.309
C -0.092 -8.418 -7.031 0.743
B -2.541 1.359 3.428 0.742
H 5.016 -7.092 -6.635 0.176
H -3.475 0.820 4.032 -0.290
H -0.509 -6.623 -1.219 0.088
H -0.876 -8.919 3.138 0.251
H -1.181 -9.921 -7.852 0.213
H 3.508 -0.725 -1.154 0.311
H -5.066 9.319 5.415 0.186
H -1.092 6.868 3.184 0.399
H -1.549 -0.926 -2.168 0.466
H -2.597 5.276 1.801 0.287
H -1.124 2.448 -0.730 0.256
H -2.536 7.875 3.376 0.203
H 0.215 8.651 -0.676 0.264
H 0.775 -6.663 -6.490 0.182
H -1.631 3.264 -2.244 0.311
H -0.587 0.766 4.431 0.253
H 4.711 -5.420 -6.977 0.199
H 4.038 -1.231 0.407 0.492
H -3.532 5.566 4.629 -0.529
H 5.694 -6.563 -3.235 0.152
H 3.539 -12.135 -5.891 0.157
H -1.336 12.807 4.725 0.229
H -0.064 -10.706 7.459 0.166
H -0.862 -7.382 3.936 0.133
H 2.761 -0.480 1.886 0.457
H -1.412 -5.426 2.754 0.160
H -4.729 7.624 5.329 0.180
H 4.528 -3.645 -2.784 0.032
H -2.810 2.765 -1.070 0.339
H 1.923 -11.318 6.336 0.165
H -0.439 14.230 5.125 0.158
H 0.120 -1.493 1.837 0.389
H 2.937 -3.534 -1.072 0.439
H -2.879 1.421 2.238 -0.337
H -1.231 15.865 2.088 0.222
H 6.206 -1.935 -0.920 0.360
H -1.858 7.642 1.785 0.179
H -0.348 -6.486 -7.791 0.165
H 0.534 11.612 1.230 0.107
H 5.214 -11.967 -5.496 0.213
H -3.889 7.356 8.738 0.194
H -1.785 -0.222 -0.603 0.303
H 1.908 0.626 0.871 0.473
H 6.846 -2.574 -2.482 0.359
H -3.605 3.543 2.597 0.263
H -2.611 10.718 -3.513 0.164
H -3.957 6.204 2.420 0.315
H -1.491 -8.388 -8.587 0.149
H -1.835 -5.549 1.084 0.206
H 5.549 -7.741 -4.516 0.336
H -0.378 16.020 3.584 0.160
H -4.146 3.397 4.311 0.215
H -0.878 0.690 1.458 -0.546
H -1.431 -0.592 3.704 0.178
H -1.828 5.087 4.242 0.408
H 1.345 9.741 0.061 0.144
H -3.078 0.897 -2.282 0.361
H 1.996 -11.156 4.616 0.221
H 6.336 -3.644 -1.140 0.341
H 2.163 -10.199 -5.898 0.204
H 4.387 -3.342 -0.121 0.341
H -1.400 -10.114 6.534 0.219
H -0.852 -5.556 -4.540 0.172
H 0.357 1.494 2.399 0.269
H -4.042 6.487 7.251 0.182
H -1.639 9.823 -5.452 0.144
H 1.032 -0.825 3.163 0.326
H -0.494 8.536 -5.300 0.224
H 2.874 -8.689 -5.479 0.136
H -1.314 -8.127 -1.454 0.158
H 4.443 -1.896 -2.720 0.389
H -0.244 -5.152 -2.971 0.143
H -2.181 10.078 -1.955 0.247
H -1.175 11.869 1.340 0.165
H -1.683 1.202 -3.277 0.297



(2)
60
Properties=species:S:1:pos:R:3:nbo_charge:R:1 method="wB97M-V/def2-TZVPD" e_above_lowest_ev=0.3933 lumo_ev=4.257 charge=-2 homo_energy_ev=-1.80
Se -0.249 -4.040 1.741 -0.687
Se -2.714 -0.806 0.828 -0.686
Ca -0.032 -1.224 1.604 1.665
S 1.519 -0.318 -0.645 -0.773
S 2.697 -1.048 3.403 2.249
S 0.615 0.706 4.058 2.249
S -0.748 -0.114 -3.247 -0.667
P 0.569 0.745 -2.064 1.164
F 4.109 0.516 4.997 -0.316
F -0.152 2.041 1.949 -0.297
F -0.702 2.939 3.841 -0.315
F 5.162 -1.213 4.241 -0.320
F 1.339 3.071 3.137 -0.313
F 4.804 0.488 2.955 -0.314
O 1.000 1.053 5.388 -0.913
O -2.870 -4.573 -2.277 -0.740
O 2.294 -1.796 4.549 -0.922
O -0.570 -0.090 3.845 -0.967
O 3.003 -1.702 2.167 -0.910
O -4.882 -3.144 1.191 -0.779
N 1.756 0.189 3.080 -1.295
C 1.886 1.536 -3.087 -0.374
C -1.286 4.439 -0.002 -0.227
C 0.082 4.398 -0.241 -0.253
C 4.282 -0.259 3.927 0.709
C -2.774 -3.761 0.061 -0.175
C -2.504 -2.325 -0.446 -0.537
C -3.574 -4.488 -1.033 -0.050
C 3.239 1.414 -2.795 -0.201
C -2.085 3.373 -0.387 -0.209
C 0.643 3.294 -0.863 -0.139
C 2.442 2.939 -4.971 -0.249
C -1.483 -4.550 0.275 -0.524
C 4.189 2.048 -3.587 -0.226
C -1.528 2.275 -1.026 -0.181
C -3.632 -3.816 1.327 -0.071
C 0.260 2.291 3.182 0.730
C -0.160 2.230 -1.269 -0.399
C 3.794 2.814 -4.672 -0.226
C 1.497 2.298 -4.187 -0.130
H -2.145 1.435 -1.319 0.264
H -1.743 -5.592 0.479 0.188
H -3.148 3.385 -0.178 0.207
H -3.195 -2.085 -1.255 0.199
H -0.908 -4.530 -0.648 0.218
H -3.792 -5.513 -0.714 0.153
H 3.534 0.817 -1.940 0.248
H 1.713 3.255 -1.030 0.209
H 4.536 3.311 -5.288 0.194
H -3.058 -3.408 2.160 0.211
H 2.127 3.531 -5.822 0.197
H -3.286 -3.982 -2.906 0.467
H 0.442 2.366 -4.425 0.225
H -4.649 -2.197 1.216 0.489
H 5.242 1.943 -3.351 0.200
H -1.723 5.297 0.496 0.196
H -1.509 -2.259 -0.888 0.224
H -3.861 -4.863 1.555 0.157
H -4.525 -3.965 -1.160 0.176
H 0.713 5.223 0.069 0.198



(3)
68
Properties=species:S:1:pos:R:3:nbo_charge:R:1 method="wB97M-V/def2-TZVPD" e_above_lowest_ev=2.3780 lumo_ev=-0.090 homo_energy_ev=-8.63
S -4.591 -0.528 0.700 2.341
O 0.044 -1.903 -0.704 -0.587
O -4.358 -1.666 1.540 -0.939
O -5.709 0.324 0.991 -0.946
O 2.508 4.620 0.421 -0.519
N -4.764 -1.073 -0.852 -0.685
N 5.074 -1.831 0.243 -0.401
N 0.379 2.793 0.695 -0.475
N 0.522 0.131 0.221 -0.634
C -5.158 -0.089 -1.831 -0.229
C -3.999 0.608 -2.544 -0.631
C 2.921 0.252 -1.920 -0.222
C 4.169 -2.504 0.885 0.259
C 3.086 -4.272 2.057 -0.386
C -0.745 0.677 0.431 0.204
C -3.112 0.492 0.719 -0.326
C 2.388 3.519 -0.447 -0.074
C 2.310 -1.378 -0.140 -0.089
C 3.887 0.921 -2.622 -0.205
C 0.924 3.111 -0.619 -0.249
C -0.827 2.060 0.699 0.116
C -4.007 -2.235 -1.257 -0.232
C -3.208 1.838 1.007 -0.217
C 0.459 3.965 1.549 -0.247
C -4.821 -3.164 -2.152 -0.614
C 1.939 4.337 1.678 -0.070
C 2.026 -3.229 1.662 -0.440
C 5.620 -0.208 -1.397 -0.177
C -2.063 2.617 1.005 -0.188
C 3.272 -0.665 -0.912 -0.020
C 5.244 0.700 -2.349 -0.214
C 2.770 -2.319 0.738 -0.024
C 4.438 -3.557 1.915 -0.448
C 0.840 -1.108 -0.259 0.674
C -1.895 -0.100 0.447 -0.237
C 4.650 -0.921 -0.666 0.123
H 1.684 -2.667 2.537 0.218
H 2.817 3.832 -1.400 0.200
H 5.991 1.242 -2.909 0.217
H 3.044 -5.110 1.361 0.207
H 1.875 0.395 -2.153 0.211
H 3.607 1.619 -3.397 0.214
H -0.083 4.825 1.127 0.178
H 4.731 -3.072 2.850 0.222
H -4.394 1.354 -3.228 0.217
H 5.248 -4.220 1.617 0.233
H 1.152 -3.671 1.187 0.240
H 0.048 3.722 2.531 0.218
H -5.754 0.641 -1.281 0.234
H -1.838 -1.159 0.270 0.264
H -2.136 3.669 1.231 0.215
H 2.927 -4.658 3.063 0.216
H -5.771 -3.395 -1.679 0.217
H 2.059 5.241 2.277 0.198
H -5.012 -2.710 -3.121 0.200
H -4.270 -4.088 -2.309 0.219
H 6.658 -0.414 -1.187 0.227
H -3.073 -1.953 -1.761 0.186
H 0.846 2.246 -1.277 0.215
H 0.371 3.948 -1.075 0.184
H -3.346 1.102 -1.828 0.212
H 1.277 0.739 0.519 0.424
H 2.966 2.666 -0.057 0.167
H -4.178 2.255 1.226 0.248
H 2.482 3.507 2.157 0.167
H -5.805 -0.572 -2.569 0.200
H -3.760 -2.753 -0.329 0.239
H -3.411 -0.105 -3.117 0.205



(4)
34
Properties=species:S:1:pos:R:3:nbo_charge:R:1 method="wB97M-V/def2-TZVPD" e_above_lowest_ev=3.6775 lumo_ev=-2.849 charge=+1 homo_energy_ev=-11.96
O 1.300 3.084 0.807 -0.939
O -1.625 -1.338 2.038 -0.982
O -3.755 0.902 0.783 -0.960
O 1.147 -1.742 2.489 -0.953
O -0.199 -3.142 0.540 -0.976
N -1.489 0.073 -0.290 -0.764
C -0.919 -0.811 -1.410 -0.225
C 0.974 0.865 -1.734 -0.113
C 0.008 -0.119 -2.377 -0.421
C 3.001 0.889 -0.234 -0.330
C 1.929 0.343 -0.792 -0.251
C 0.875 2.078 -2.191 -0.318
H 1.015 3.687 1.403 0.466
H 0.471 -0.943 -2.992 0.237
H -2.372 0.430 -0.504 0.446
H -3.488 1.571 1.490 0.489
H 3.536 1.747 -0.409 0.191
H 2.250 2.956 1.015 0.478
H 3.694 0.238 0.327 0.193
H 1.552 2.998 -2.022 0.218
H 0.275 2.524 -2.965 0.212
H 1.962 -0.690 -0.443 0.217
H 0.413 -3.910 0.831 0.501
H -1.827 -1.188 -1.948 0.231
H 1.962 -1.680 3.017 0.494
H -1.779 -2.192 1.412 0.515
H -0.860 0.926 0.216 0.465
H -0.270 -1.532 -0.970 0.210
H -0.630 -1.301 2.238 0.526
H 0.760 -2.575 3.031 0.479
H -0.653 0.537 -3.028 0.221
H -3.866 0.118 1.387 0.487
H -0.184 -3.298 -0.503 0.486
H -1.684 -0.516 0.631 0.468



(5)
119
Properties=species:S:1:pos:R:3:lowdin_spin:R:1 method="wB97M-V/def2-TZVPD" lumo_ev="-1.916 / -1.599" s2=6.22 multiplicity=5 homo_energy_ev="-6.82 / -7.34"
Te 15.563 6.538 11.572 0.002
Ge 10.140 12.054 10.878 0.450
Fe 13.951 11.312 11.185 2.911
Cl 12.098 9.841 11.250 0.164
O 14.068 9.742 14.100 0.043
O 13.352 10.046 18.046 0.006
N 15.619 10.639 11.824 0.097
N 13.613 13.116 11.270 0.036
C 15.916 11.243 14.202 0.017
C 10.385 12.171 15.261 0.000
C 13.258 8.261 16.412 0.000
C 6.569 9.798 10.072 0.003
C 19.031 5.050 14.636 0.000
C 11.279 6.764 16.383 0.000
C 17.367 12.901 11.336 -0.003
C 13.503 13.623 9.987 0.037
C 9.259 9.707 9.501 0.008
C 16.732 8.454 11.607 0.001
C 19.861 12.426 12.488 0.000
C 19.731 13.402 11.552 -0.002
C 8.147 15.034 8.743 -0.001
C 14.895 10.365 14.788 0.012
C 16.208 9.665 10.898 0.013
C 13.692 14.309 14.700 0.006
C 18.761 11.722 12.945 -0.001
C 8.403 8.598 9.187 0.000
C 13.492 5.978 15.706 0.000
C 8.598 12.991 13.321 0.014
C 9.395 13.038 15.552 0.001
C 16.853 11.667 16.459 0.021
C 7.358 10.909 10.223 0.011
C 13.707 15.404 12.163 0.001
C 16.297 11.262 12.818 -0.002
C 7.020 8.677 9.469 0.000
C 13.647 12.716 8.892 -0.001
C 8.550 16.237 9.392 0.020
C 9.732 12.255 12.895 0.068
C 16.695 12.043 15.080 -0.022
C 17.484 11.906 12.367 0.001
C 14.365 10.873 6.945 -0.011
C 18.503 5.680 12.373 0.000
C 15.911 10.851 17.053 0.006
C 13.669 13.422 13.659 -0.001
C 10.535 11.717 13.932 0.004
C 13.698 13.973 12.354 0.012
C 14.068 7.251 15.928 0.000
C 13.797 9.590 16.975 0.002
C 17.697 5.086 14.953 0.000
C 8.779 10.809 10.139 0.072
C 9.496 13.770 10.258 0.102
C 9.382 16.200 10.502 -0.001
C 17.160 5.710 12.677 0.000
C 11.828 8.007 16.658 0.000
C 13.785 13.127 7.570 -0.009
C 16.733 5.282 13.959 0.000
C 12.193 5.733 16.001 0.000
C 19.437 5.502 13.388 0.000
C 9.846 14.957 10.921 0.023
C 8.663 13.810 9.197 0.027
C 13.618 15.875 10.852 0.019
C 8.376 13.378 14.602 0.003
C 13.973 11.397 9.253 -0.205
C 13.408 15.025 9.806 0.000
C 13.543 15.700 14.593 -0.002
C 14.231 10.465 8.251 -0.014
C 14.175 12.231 6.624 0.018
C 13.712 16.249 13.323 0.005
C 18.482 13.639 10.966 0.000
C 18.108 12.193 17.081 0.003
C 14.916 10.265 16.279 0.021
H 18.174 11.929 18.201 0.000
H 9.596 17.129 11.013 0.000
H 19.731 4.873 15.376 0.000
H 15.696 5.371 14.276 0.000
H 18.791 6.111 11.434 0.000
H 10.510 15.016 11.824 0.001
H 7.527 13.972 14.952 0.001
H 13.190 15.468 8.839 0.000
H 18.355 14.496 10.276 0.000
H 17.280 12.873 14.792 -0.001
H 18.781 11.090 13.838 0.000
H 13.468 14.134 7.389 -0.002
H 18.970 11.792 16.564 0.001
H 20.876 12.268 12.935 0.000
H 7.620 15.126 7.776 0.000
H 17.008 10.203 10.358 0.003
H 8.237 17.200 9.026 0.002
H 10.203 6.652 16.442 0.000
H 14.354 9.383 8.515 -0.002
H 15.123 7.368 15.715 0.000
H 14.189 5.142 15.365 0.000
H 6.926 11.843 10.630 0.001
H 16.942 8.686 12.669 0.000
H 11.359 11.044 13.601 0.000
H 17.290 4.760 15.913 0.000
H 18.200 13.288 17.116 0.001
H 6.459 7.760 9.276 0.000
H 15.484 9.413 10.124 0.003
H 13.791 17.340 13.242 0.000
H 13.721 13.838 15.762 0.000
H 14.425 12.604 5.617 0.001
H 20.487 5.525 13.069 0.000
H 7.778 13.206 12.589 0.001
H 11.743 4.709 15.986 0.000
H 13.774 16.933 10.733 0.001
H 16.475 13.092 10.795 0.000
H 17.709 8.158 11.165 0.000
H 8.336 12.915 8.673 0.002
H 11.090 11.803 16.032 0.000
H 9.478 13.632 16.426 0.000
H 15.990 10.545 18.117 0.000
H 20.630 13.890 11.152 0.000
H 14.690 10.097 6.240 -0.002
H 10.316 9.624 9.175 0.002
H 13.611 12.363 13.830 0.001
H 11.281 8.863 17.004 0.000
H 13.490 16.359 15.475 0.000
H 8.791 7.694 8.712 0.000
H 5.553 9.789 10.451 0.001



(6)
55
Properties=species:S:1:pos:R:3:mulliken_charge:R:1 method="wB97M-V/def2-TZVPD" e_above_lowest_ev=2.1447 lumo_ev=1.460 charge=-1 homo_energy_ev=-2.15
Ba -0.700 -0.012 0.953 1.486
Br 6.975 -2.763 -0.029 -0.236
Cl -2.902 1.668 -1.154 -0.098
Cl -3.964 -3.252 0.668 -0.203
Cl -7.964 0.378 0.276 -0.210
Cl -6.985 -2.492 1.018 -0.196
Cl -5.922 2.441 -0.876 -0.184
O -2.298 -1.022 -0.221 -0.939
O 2.230 -0.450 0.060 -0.078
O 0.980 -2.589 0.016 -0.628
N 0.522 2.145 0.419 -0.907
N 2.802 -6.369 0.287 -0.751
N 1.053 -5.413 -0.719 -0.077
C -1.289 3.667 1.133 0.033
C -1.827 4.939 1.145 -0.601
C -4.525 -1.668 0.266 0.487
C 2.334 -2.742 -0.045 0.536
C -0.049 3.334 0.469 0.115
C 4.406 -3.959 -0.045 -0.921
C -3.549 -0.745 -0.186 -0.550
C 0.585 4.486 -0.155 -0.458
C 4.414 -1.533 -0.034 -0.522
C -6.307 -0.059 0.069 0.443
C 5.073 -2.759 -0.033 -0.172
C 1.884 -8.706 0.255 -0.745
C 3.003 -3.961 -0.081 0.624
C -4.051 0.530 -0.562 0.750
C 1.862 -7.336 0.005 0.681
C 0.754 -6.757 -0.641 0.515
C -5.389 0.868 -0.428 -0.082
C -0.345 -7.501 -1.047 -0.937
C 0.794 -9.451 -0.153 -0.471
C 2.789 0.856 0.207 -0.404
C -0.302 -8.860 -0.792 -0.454
C 3.030 -1.529 -0.020 0.054
C 2.308 -5.243 -0.156 0.197
C -5.863 -1.333 0.410 -0.136
C 0.026 5.743 -0.137 -0.318
C -1.192 6.002 0.507 -0.514
H 0.569 -4.752 -1.303 0.262
H 3.346 1.144 -0.690 0.356
H 4.973 -0.611 -0.023 0.546
H 1.920 1.515 0.359 -0.417
H 0.784 -10.520 0.025 0.370
H -1.195 -7.043 -1.537 0.407
H 2.735 -9.155 0.750 0.433
H -2.766 5.114 1.665 0.316
H -1.618 6.999 0.514 0.336
H -1.134 -9.482 -1.096 0.373
H 3.452 0.900 1.076 0.388
H 0.562 -3.363 0.411 0.388
H -1.814 2.859 1.653 -0.070
H 1.533 4.310 -0.651 0.325
H 4.921 -4.908 -0.037 0.559
H 0.537 6.562 -0.641 0.299



(7)
14
Properties=species:S:1:pos:R:3:nbo_charge:R:1 method="wB97M-V/def2-TZVPD" e_above_lowest_ev=0.9218 lumo_ev=0.955 homo_energy_ev=-9.62
N -1.154 2.348 0.388 -0.310
N 0.619 -0.576 0.406 -0.601
C 1.947 -0.020 0.348 -0.415
C -1.687 -0.622 -0.351 -0.594
C -0.478 1.567 -0.147 0.221
C -0.306 0.091 -0.464 -0.125
H 0.042 -0.005 -1.501 0.218
H 1.955 1.076 0.485 0.175
H 0.259 -0.657 1.355 0.368
H 2.369 -0.236 -0.640 0.193
H -1.613 -1.662 -0.705 0.223
H 2.576 -0.489 1.104 0.210
H -2.451 -0.130 -0.958 0.223
H -2.078 -0.685 0.679 0.215



| no. | electronic energy (Eh) |
| --- | --- |
| 1 | -3834.85102 |
| 2 | -9256.25898 |
| 3 | -1966.26270 |
| 4 | -672.40210 |
| 5 | -6720.58387 |
| 6 | -6290.88723 |
| 7 | -266.68813 |